[1]
10
Properties=species:S:1:pos:R:3:forces:R:3 method="wB97M-V/def2-TZVPD" e_tot_ev=-8203.4332 relative_energy_ev=0.452 gap_ev=9.23 mol_weight_g_mol=84.078 e_lumo_ev=0.9
O -1.4249 1.7379 -0.1924 0.038 0.027 -0.192
C -0.5883 0.6787 -0.1079 0.154 -0.076 0.144
C 0.1116 0.2771 0.9959 -0.065 0.061 -0.036
N 0.8072 -0.8392 0.5635 -0.008 -0.031 -0.058
C 0.4986 -1.0334 -0.7380 0.057 -0.082 -0.014
N -0.3496 -0.1297 -1.1789 0.096 0.001 0.188
H -1.5868 1.8789 -1.1353 -0.081 -0.027 0.125
H 0.1834 0.6709 1.9966 -0.022 -0.065 -0.143
H 1.4348 -1.3975 1.1186 -0.102 0.065 -0.105
H 0.9142 -1.8437 -1.3222 -0.068 0.128 0.091

[2]
66
Properties=species:S:1:pos:R:3:forces:R:3 method="wB97M-V/def2-TZVPD" e_tot_ev=-60925.3109 gap_ev=6.77 charge=-1 mol_weight_g_mol=541.566 e_lumo_ev=2.5
Li -0.2459 0.9048 -1.0498 -0.586 -0.261 -0.583
C -1.8540 -0.2762 3.9253 -0.037 -0.102 0.085
C -1.5044 1.0647 3.9329 -0.116 0.059 0.066
C -0.5276 1.5272 3.0713 -0.016 0.004 0.066
C 0.1203 0.6612 2.1992 -0.065 -0.069 -0.047
C -0.2282 -0.6836 2.2052 0.106 0.093 0.026
C -1.2107 -1.1468 3.0616 -0.064 -0.242 0.197
P 1.3873 1.2584 1.0131 0.059 -0.097 0.410
C 2.7471 1.5208 2.2143 0.132 -0.084 -0.196
C 2.9555 0.6550 3.2871 -0.149 0.067 -0.093
C 4.0870 0.7661 4.0731 0.126 -0.023 0.150
C 5.0266 1.7490 3.8078 0.124 0.005 0.075
C 4.8339 2.6123 2.7406 0.147 0.068 0.055
C 3.7128 2.4899 1.9427 -0.109 -0.036 -0.046
C 0.7214 2.9000 0.6410 0.231 0.092 -0.083
C 0.9277 4.0333 1.4262 0.093 0.071 0.077
C 0.3452 5.2259 1.0450 0.081 0.256 0.203
C -0.4300 5.2593 -0.1057 -0.107 0.208 -0.117
C -0.6354 4.1082 -0.8488 -0.057 -0.077 -0.145
C -0.0703 2.8636 -0.5251 0.040 0.158 0.316
H -2.6191 -0.6425 4.5981 -0.041 -0.017 -0.002
H -2.0041 1.7522 4.6038 -0.004 0.023 0.026
H -0.2615 2.5729 3.0671 -0.046 0.116 -0.001
H 0.2760 -1.3648 1.5340 0.037 -0.077 -0.112
H -1.4642 -2.1983 3.0669 -0.064 -0.075 -0.033
H 2.2219 -0.1112 3.5033 -0.006 -0.025 0.026
H 4.2413 0.0814 4.8979 -0.018 -0.010 0.027
H 5.9108 1.8370 4.4247 0.041 0.011 0.043
H 5.5654 3.3811 2.5277 0.037 0.025 -0.018
H 3.5700 3.1517 1.0983 0.022 0.044 -0.022
H 1.5342 3.9930 2.3275 0.000 0.010 -0.044
H 0.4977 6.1252 1.6354 -0.015 -0.041 -0.033
H -0.8716 6.2016 -0.4196 -0.019 -0.021 -0.010
H -1.2479 4.1791 -1.7417 -0.119 0.065 -0.057
O 0.5566 -0.3679 -1.9993 0.325 0.270 -0.274
C 0.6692 -1.6163 -1.8894 -0.050 -0.361 -0.049
C 1.7558 -2.2971 -2.5154 0.138 0.072 -0.100
C 1.8949 -3.6547 -2.4825 0.046 -0.054 -0.056
C 0.9670 -4.4380 -1.7958 -0.054 -0.486 0.057
C -0.0910 -3.8282 -1.1612 0.024 0.093 0.028
C -0.2786 -2.4458 -1.1993 0.709 -0.167 0.036
C -1.4357 -1.8404 -0.6027 -0.447 -0.058 0.077
N -1.7586 -0.5627 -0.6089 0.605 0.338 -0.065
C -2.9727 -0.4528 -0.0187 -0.518 -0.162 0.176
C -3.4206 -1.6810 0.3642 -0.326 0.136 0.024
N -2.4383 -2.5614 -0.0114 0.195 0.089 0.023
H 2.4776 -1.6752 -3.0249 0.053 0.092 -0.077
H 2.7268 -4.1283 -2.9920 0.038 0.003 0.026
H 1.0819 -5.5112 -1.7573 -0.009 -0.105 0.027
H -0.7958 -4.4603 -0.6307 -0.040 -0.026 0.010
H -3.4559 0.5005 0.0668 -0.109 0.181 0.133
H -4.3283 -2.0101 0.8334 -0.059 0.021 0.123
H -2.4322 -3.5475 0.1679 0.014 -0.005 -0.068
C -0.3578 -1.0217 -4.9485 0.352 0.369 -0.237
N -1.5345 -1.4742 -4.2640 -0.548 0.144 0.621
C -1.8198 -2.7532 -3.8614 -0.358 -0.561 0.110
C -2.9715 -2.7256 -3.1574 0.121 -0.393 -0.263
N -3.3979 -1.4175 -3.1332 0.490 -0.007 -0.188
C -2.4936 -0.6336 -3.7888 -0.418 -0.198 -0.257
S -2.6369 0.9784 -4.0696 0.014 1.068 -0.066
H 0.2497 -1.8820 -5.2216 -0.052 -0.024 0.025
H 0.2104 -0.3645 -4.2844 -0.017 -0.074 -0.061
H -0.6453 -0.4579 -5.8388 0.009 -0.069 0.031
H -1.1705 -3.5738 -4.0888 0.134 -0.154 0.010
H -3.5270 -3.5176 -2.6988 0.003 -0.130 0.101
H -4.1343 -1.0300 -2.5681 0.093 0.040 -0.086

[3]
37
Properties=species:S:1:pos:R:3:forces:R:3 method="wB97M-V/def2-TZVPD" e_tot_ev=-49793.8882 gap_ev="5.69 / 5.37" charge=+3 spin_multiplicity=4 mol_weight_g_mol=571.830 e_lumo_ev="-14.3 / -14.2"
I 0.0690 -2.0501 -2.6152 -0.028 -0.197 0.426
I -0.1441 2.0297 -2.6044 0.186 -0.690 0.760
Tc -0.0068 0.6254 -0.3264 0.235 -0.925 -3.537
P -2.1237 -0.1781 -0.6899 -4.426 0.135 -0.621
C -3.1784 1.2851 -0.3268 0.946 0.718 0.283
C -2.9164 -0.7561 -2.2400 1.030 0.097 -0.455
H -3.9481 -1.0572 -2.0388 0.070 0.158 0.349
H -3.8019 -1.3379 0.4587 -0.001 -0.099 -0.018
H -2.3415 -1.6306 -2.5936 -1.040 0.759 -0.131
H -2.2997 -2.3154 0.2446 -0.261 -0.246 0.343
H -3.0218 2.1127 -1.0263 0.021 -0.195 0.062
H -2.9186 0.0901 -2.9524 0.079 -0.595 0.092
C -2.7136 -1.3474 0.5312 1.088 -0.304 0.197
H -4.2152 0.9550 -0.4207 0.007 -0.215 0.102
H -2.3739 -1.0612 1.5285 -0.249 -0.216 -0.070
H -2.9980 1.6471 0.6937 -0.226 -0.035 -0.133
P 2.1648 -0.0811 -0.7071 3.914 0.088 0.128
C 3.1369 1.4067 -0.2616 -1.207 0.661 0.074
C 2.7574 -1.2431 0.5337 -1.129 -0.203 -0.029
H 2.4292 -1.5376 -2.5449 1.174 0.949 -0.293
H 4.0335 -0.8872 -2.0416 -0.099 0.159 0.369
H 2.9447 0.2242 -2.9340 -0.047 -0.706 -0.077
C 2.9873 -0.6296 -2.2319 -1.108 0.051 -0.510
H 2.3666 -2.2222 0.2428 0.336 -0.163 0.393
H 3.8470 -1.1900 0.4612 -0.071 -0.189 0.072
H 4.1841 1.1107 -0.3531 0.026 -0.083 0.100
H 2.9038 1.7094 0.7701 0.314 0.020 -0.239
H 2.3890 -0.9455 1.5200 0.329 -0.274 -0.122
H 2.9313 2.2343 -0.9518 0.159 -0.118 0.182
C -0.0484 2.3548 0.4769 -0.137 8.040 2.907
O -0.0625 3.4272 0.9510 0.067 -5.672 -2.291
B -0.0021 -0.2511 4.0906 -0.067 0.042 -0.720
C -0.0175 -0.1217 2.5913 0.112 -1.264 3.730
N -0.0072 0.0235 1.4237 0.017 -0.060 -0.848
H -0.9931 0.4475 4.3073 -0.066 0.132 0.088
H 0.9876 0.4524 4.3015 0.050 0.110 0.046
H 0.0006 -1.2927 4.7338 0.000 0.329 -0.608

[4]
18
Properties=species:S:1:pos:R:3:forces:R:3 method="wB97M-V/def2-TZVPD" e_tot_ev=-34134.7281 relative_energy_ev=3.044 gap_ev=10.58 mol_weight_g_mol=184.238 e_lumo_ev=0.1
C 0.2838 -0.4101 -1.4297 -1.816 2.804 3.160
C -0.1644 -0.6451 1.1945 -0.225 1.318 -0.343
C 0.3601 0.8858 -2.1496 -1.586 1.508 -0.067
C -0.2032 0.4588 2.2720 1.788 -0.606 2.558
O -1.9759 0.9367 -0.1108 0.317 1.651 -0.006
O -2.2342 -1.4573 -0.3103 0.704 -0.196 0.031
O 2.4046 0.2189 0.2300 -0.293 1.384 0.194
O 1.6729 -2.0969 0.0310 -0.128 0.166 -0.153
S -1.3446 -0.3331 -0.1453 1.048 -1.907 -1.577
S 1.3344 -0.6939 0.0318 -0.776 -2.824 -0.036
H 0.1499 -1.2217 -2.0183 -0.077 -2.863 -1.464
H -0.4259 -1.7088 1.3291 0.667 0.448 0.959
H -0.6657 1.3851 -1.9318 1.493 -0.509 -0.829
H 0.4555 0.7616 -3.2949 0.410 0.526 2.100
H 1.0378 1.5439 -1.5465 -0.002 -0.281 -1.435
H -0.4844 0.1421 3.3472 0.972 -0.296 -1.701
H -0.9768 1.1594 2.1554 -1.028 0.977 -1.105
H 0.7761 1.0747 2.3460 -1.466 -1.299 -0.285